(1)
C13H37Hg2O13 as an isolated structure in a non-equilibrium geometry. Source: OMol25; level of theory: the ωB97M-V functional and the def2-TZVPD basis.

Computed properties:
LUMO = -9.28 eV
Energy = -49022.848 eV
Energy relative to the best compared isomer or geometry (same formula, charge and spin) = 16.415 eV
Net charge = +1
HOMO energy = -11.3 eV
Frontier orbital gap = 2.0 eV

Each line ends with the natural charge from an NBO analysis.
Positions of all 65 atoms, in Å:
1 Hg -2.549 -4.116 -0.137  0.488
2 Hg 2.004 -1.633 -4.447  0.400
3 C -4.656 -2.798 -6.762  -0.764
4 C -4.099 -2.969 -5.355  0.757
5 O -4.862 -3.531 -4.483  -0.325
6 O -2.952 -2.631 -5.094  -0.386
7 H -5.045 -3.687 -7.259  0.263
8 H -3.988 -2.238 -7.416  0.255
9 H -5.557 -2.187 -6.711  0.257
10 C 1.722 1.335 1.748  -0.747
11 C 1.595 0.607 0.401  0.757
12 O 2.398 0.857 -0.514  -0.344
13 O 0.744 -0.318 0.364  -0.402
14 H 1.070 2.207 1.693  0.251
15 H 2.711 1.740 1.961  0.254
16 H 1.373 0.627 2.500  0.254
17 C 2.847 -8.316 -2.170  -0.766
18 C 1.849 -7.217 -1.900  0.755
19 O 2.288 -6.097 -2.124  -0.359
20 O 0.659 -7.438 -1.577  -0.378
21 H 2.578 -9.300 -1.787  0.258
22 H 3.761 -8.126 -1.608  0.257
23 H 3.178 -8.452 -3.200  0.261
24 C 0.117 6.562 5.771  -0.247
25 O -0.711 6.762 4.677  -0.715
26 H 0.292 5.498 5.932  0.182
27 H 1.093 7.044 5.710  0.152
28 H -0.280 7.176 6.580  0.163
29 H -0.901 7.703 4.660  0.464
30 C 1.144 7.236 -2.509  -0.249
31 O -0.027 6.666 -3.040  -0.725
32 H 1.696 6.478 -1.954  0.155
33 H 1.853 7.552 -3.275  0.180
34 H 0.993 8.106 -1.871  0.168
35 H -0.747 6.728 -2.409  0.470
36 C -4.926 0.500 0.830  -0.253
37 O -4.731 -0.799 1.477  -0.753
38 H -4.800 0.470 -0.252  0.186
39 H -5.981 0.720 0.991  0.175
40 H -4.279 1.218 1.334  0.174
41 H -4.935 -0.725 2.412  0.474
42 C -0.017 -4.565 4.433  -0.243
43 O -1.402 -4.698 4.091  -0.755
44 H 0.177 -3.565 4.819  0.163
45 H 0.172 -5.204 5.295  0.171
46 H 0.627 -4.824 3.592  0.186
47 H -2.031 -4.693 4.816  0.480
48 C 0.354 2.537 -8.173  -0.253
49 O 0.561 2.114 -6.810  -0.734
50 H 0.033 1.722 -8.821  0.185
51 H -0.378 3.345 -8.148  0.168
52 H 1.261 3.017 -8.540  0.167
53 H 0.578 2.941 -6.322  0.466
54 C -3.492 1.315 6.667  -0.255
55 O -4.674 0.566 6.398  -0.727
56 H -2.984 0.803 7.484  0.158
57 H -2.735 1.335 5.883  0.185
58 H -3.723 2.290 7.096  0.170
59 H -5.205 0.593 7.197  0.469
60 C 8.090 -1.106 1.266  -0.251
61 O 9.498 -1.097 0.869  -0.732
62 H 8.197 -1.077 2.350  0.170
63 H 7.438 -0.309 0.907  0.167
64 H 7.702 -2.082 0.973  0.180
65 H 10.013 -0.576 1.489  0.467

(2)
A 5-piece molecular cluster, C13H37IN3O4 overall in a non-equilibrium geometry. Source: OMol25; level of theory: the ωB97M-V functional and the def2-TZVPD basis.

Computed properties:
LUMO = 2.89 eV
Energy = -34843.419 eV
Energy relative to the best compared isomer or geometry (same formula, charge and spin) = 0.000 eV
Net charge = -1
HOMO energy = -4.9 eV
Frontier orbital gap = 7.8 eV

Each line ends with the natural charge from an NBO analysis.
Positions of all 58 atoms, in Å:
1 I -3.934 -18.227 -23.960  -0.924
2 C -7.837 -17.058 -26.022  -0.630
3 C -8.287 -18.089 -24.984  -0.075
4 C -7.845 -19.449 -25.401  -0.074
5 O -8.626 -19.907 -26.484  -0.546
6 C -8.328 -21.218 -26.842  -0.244
7 N -7.691 -17.886 -23.655  -0.852
8 H -8.275 -17.280 -27.013  0.205
9 H -6.753 -17.108 -26.180  0.221
10 H -8.088 -16.024 -25.776  0.198
11 H -9.370 -18.049 -24.862  0.179
12 H -7.861 -20.144 -24.542  0.181
13 H -6.768 -19.411 -25.666  0.181
14 H -8.801 -21.968 -26.186  0.160
15 H -7.239 -21.439 -26.805  0.168
16 H -8.630 -21.387 -27.877  0.178
17 H -7.702 -16.901 -23.396  0.343
18 H -6.686 -18.105 -23.700  0.387
19 C -4.270 -14.948 -21.218  -0.639
20 C -4.642 -16.039 -20.213  -0.075
21 C -5.198 -15.348 -18.975  -0.055
22 O -5.329 -16.222 -17.895  -0.529
23 C -5.020 -15.613 -16.685  -0.239
24 N -5.628 -17.009 -20.735  -0.830
25 H -3.821 -15.385 -22.119  0.245
26 H -3.517 -14.234 -20.846  0.193
27 H -5.133 -14.367 -21.566  0.191
28 H -3.734 -16.554 -19.887  0.194
29 H -6.187 -14.905 -19.207  0.156
30 H -4.543 -14.499 -18.723  0.155
31 H -3.971 -15.269 -16.632  0.155
32 H -5.150 -16.350 -15.890  0.185
33 H -5.675 -14.749 -16.475  0.153
34 H -5.165 -17.566 -21.464  0.391
35 H -6.327 -16.476 -21.256  0.335
36 C -1.730 -17.792 -29.540  -0.610
37 C -2.683 -17.935 -28.338  -0.068
38 C -3.712 -19.002 -28.597  -0.066
39 O -4.616 -18.509 -29.539  -0.549
40 C -5.845 -19.177 -29.478  -0.246
41 N -1.914 -18.284 -27.130  -0.853
42 H -1.271 -18.753 -29.789  0.200
43 H -0.937 -17.065 -29.337  0.197
44 H -2.254 -17.430 -30.433  0.208
45 H -3.190 -16.958 -28.254  0.167
46 H -4.228 -19.261 -27.657  0.183
47 H -3.209 -19.915 -28.958  0.159
48 H -6.476 -18.776 -28.674  0.178
49 H -5.717 -20.261 -29.343  0.162
50 H -6.358 -19.038 -30.433  0.178
51 H -1.329 -17.469 -26.941  0.344
52 H -2.554 -18.276 -26.316  0.396
53 C -0.999 -20.980 -24.261  -0.240
54 O -2.010 -21.224 -23.328  -0.758
55 H -0.142 -21.597 -23.985  0.154
56 H -1.303 -21.271 -25.278  0.153
57 H -0.712 -19.926 -24.283  0.170
58 H -2.650 -20.492 -23.415  0.496

(3)
A 4-piece molecular cluster, C13H37N5O4 overall in a non-equilibrium geometry. Source: OMol25; level of theory: the ωB97M-V functional and the def2-TZVPD basis.

Computed properties:
LUMO = 0.59 eV
SMILES = COC[C@H](C)N.COC[C@H](C)N.COC[C@H](C)N.NC(N)=O
Energy = -29720.121 eV
Energy relative to the best compared isomer or geometry (same formula, charge and spin) = 1.176 eV
Net charge = 0
HOMO energy = -8.6 eV
Frontier orbital gap = 9.2 eV

Each line ends with the natural charge from an NBO analysis.
Positions of all 59 atoms, in Å:
1 C -2.543 3.404 2.690  -0.637
2 C -1.063 3.379 3.141  -0.073
3 C -0.222 2.620 2.089  -0.069
4 O -0.639 1.279 1.893  -0.579
5 C 0.054 0.387 2.762  -0.267
6 N -0.580 4.731 3.252  -0.840
7 H -3.128 3.830 3.509  0.208
8 H -3.063 2.463 2.482  0.218
9 H -2.648 3.959 1.756  0.202
10 H -1.009 2.860 4.098  0.187
11 H 0.809 2.613 2.453  0.184
12 H -0.212 3.149 1.135  0.183
13 H -0.154 -0.650 2.486  0.214
14 H -0.129 0.621 3.808  0.179
15 H 1.108 0.398 2.458  0.176
16 H -0.475 5.238 2.380  0.357
17 H -1.190 5.347 3.776  0.364
18 C 1.266 0.739 -5.439  -0.612
19 C 1.312 0.343 -3.961  -0.060
20 C 2.649 0.479 -3.261  -0.070
21 O 2.436 0.070 -1.937  -0.543
22 C 3.553 0.228 -1.066  -0.275
23 N 0.225 1.142 -3.340  -0.859
24 H 1.814 0.017 -6.049  0.204
25 H 1.609 1.773 -5.504  0.212
26 H 0.243 0.746 -5.813  0.213
27 H 1.012 -0.707 -3.831  0.157
28 H 2.965 1.531 -3.349  0.164
29 H 3.402 -0.078 -3.835  0.167
30 H 3.106 -0.199 -0.150  0.186
31 H 3.762 1.250 -0.756  0.188
32 H 4.333 -0.523 -1.202  0.185
33 H -0.661 0.962 -3.784  0.381
34 H 0.226 0.908 -2.355  0.363
35 C -1.803 -3.355 0.431  -0.621
36 C -0.363 -3.225 -0.085  -0.071
37 C 0.595 -3.852 0.926  -0.056
38 O 0.498 -3.237 2.179  -0.557
39 C 1.314 -3.800 3.197  -0.244
40 N -0.272 -3.888 -1.394  -0.830
41 H -2.559 -3.063 -0.292  0.202
42 H -1.864 -2.689 1.296  0.217
43 H -1.921 -4.353 0.851  0.221
44 H 0.070 -2.221 -0.183  0.175
45 H 1.624 -3.792 0.537  0.155
46 H 0.427 -4.937 0.986  0.162
47 H 1.087 -4.860 3.325  0.175
48 H 1.053 -3.334 4.145  0.191
49 H 2.349 -3.565 2.948  0.172
50 H -0.953 -3.469 -2.018  0.360
51 H 0.619 -3.635 -1.816  0.353
52 C -2.425 0.825 -1.243  0.777
53 O -2.702 0.619 -2.418  -0.678
54 N -2.213 -0.168 -0.332  -0.867
55 N -2.305 2.030 -0.626  -0.852
56 H -2.458 -1.071 -0.692  0.398
57 H -1.841 -0.032 0.591  0.410
58 H -1.930 1.883 0.296  0.395
59 H -2.193 2.880 -1.146  0.405

Q: Which of these has the lowest LUMO?
A: C13H37Hg2O13

What did the third record say?
A 4-piece molecular cluster, C13H37N5O4 overall in a non-equilibrium geometry. Source: OMol25; level of theory: the ωB97M-V functional and the def2-TZVPD basis.

Computed properties:
LUMO = 0.59 eV
SMILES = COC[C@H](C)N.COC[C@H](C)N.COC[C@H](C)N.NC(N)=O
Energy = -29720.121 eV
Energy relative to the best compared isomer or geometry (same formula, charge and spin) = 1.176 eV
Net charge = 0
HOMO energy = -8.6 eV
Frontier orbital gap = 9.2 eV

Each line ends with the natural charge from an NBO analysis.
Positions of all 59 atoms, in Å:
1 C -2.543 3.404 2.690  -0.637
2 C -1.063 3.379 3.141  -0.073
3 C -0.222 2.620 2.089  -0.069
4 O -0.639 1.279 1.893  -0.579
5 C 0.054 0.387 2.762  -0.267
6 N -0.580 4.731 3.252  -0.840
7 H -3.128 3.830 3.509  0.208
8 H -3.063 2.463 2.482  0.218
9 H -2.648 3.959 1.756  0.202
10 H -1.009 2.860 4.098  0.187
11 H 0.809 2.613 2.453  0.184
12 H -0.212 3.149 1.135  0.183
13 H -0.154 -0.650 2.486  0.214
14 H -0.129 0.621 3.808  0.179
15 H 1.108 0.398 2.458  0.176
16 H -0.475 5.238 2.380  0.357
17 H -1.190 5.347 3.776  0.364
18 C 1.266 0.739 -5.439  -0.612
19 C 1.312 0.343 -3.961  -0.060
20 C 2.649 0.479 -3.261  -0.070
21 O 2.436 0.070 -1.937  -0.543
22 C 3.553 0.228 -1.066  -0.275
23 N 0.225 1.142 -3.340  -0.859
24 H 1.814 0.017 -6.049  0.204
25 H 1.609 1.773 -5.504  0.212
26 H 0.243 0.746 -5.813  0.213
27 H 1.012 -0.707 -3.831  0.157
28 H 2.965 1.531 -3.349  0.164
29 H 3.402 -0.078 -3.835  0.167
30 H 3.106 -0.199 -0.150  0.186
31 H 3.762 1.250 -0.756  0.188
32 H 4.333 -0.523 -1.202  0.185
33 H -0.661 0.962 -3.784  0.381
34 H 0.226 0.908 -2.355  0.363
35 C -1.803 -3.355 0.431  -0.621
36 C -0.363 -3.225 -0.085  -0.071
37 C 0.595 -3.852 0.926  -0.056
38 O 0.498 -3.237 2.179  -0.557
39 C 1.314 -3.800 3.197  -0.244
40 N -0.272 -3.888 -1.394  -0.830
41 H -2.559 -3.063 -0.292  0.202
42 H -1.864 -2.689 1.296  0.217
43 H -1.921 -4.353 0.851  0.221
44 H 0.070 -2.221 -0.183  0.175
45 H 1.624 -3.792 0.537  0.155
46 H 0.427 -4.937 0.986  0.162
47 H 1.087 -4.860 3.325  0.175
48 H 1.053 -3.334 4.145  0.191
49 H 2.349 -3.565 2.948  0.172
50 H -0.953 -3.469 -2.018  0.360
51 H 0.619 -3.635 -1.816  0.353
52 C -2.425 0.825 -1.243  0.777
53 O -2.702 0.619 -2.418  -0.678
54 N -2.213 -0.168 -0.332  -0.867
55 N -2.305 2.030 -0.626  -0.852
56 H -2.458 -1.071 -0.692  0.398
57 H -1.841 -0.032 0.591  0.410
58 H -1.930 1.883 0.296  0.395
59 H -2.193 2.880 -1.146  0.405

Q: Among the records above, which one has the highest energy relative to the best compared isomer or geometry (same formula, charge and spin)?
A: C13H37Hg2O13

Q: Which of these has the highest LUMO?
A: C13H37IN3O4